## w
H43O21 | ωB97M-V/def2-TZVPD

Positions of all 64 atoms, in Å:
O (2.0548, 0.1359, 4.6957)
O (1.3042, -0.1518, -3.0577)
O (0.8253, -1.9238, 4.7356)
O (-3.9200, -1.9188, 2.3977)
O (1.8262, 3.2688, -1.9257)
O (3.1506, -3.9789, 0.3979)
O (-1.3781, -0.4434, 3.9394)
O (-2.1099, -1.1911, -0.5329)
O (2.1010, 1.7061, 2.5668)
O (4.8536, 0.4032, 0.8269)
O (0.0010, -3.9647, 1.6945)
O (-0.2734, -3.5939, -0.7689)
O (0.6830, 1.9690, -4.8733)
O (-3.2547, 2.8540, 2.0665)
O (-0.9301, 1.5656, 0.4413)
O (-1.0101, -1.8183, -3.2813)
O (0.6994, -0.6562, 0.9389)
O (-3.2949, 3.0136, -1.2281)
O (-1.6000, 2.2226, -3.0996)
O (-0.3067, 3.7957, -0.8234)
O (1.0244, -1.7833, -4.7862)
H (0.9727, -2.2791, 3.7333)
H (-1.9097, -1.9489, -3.4287)
H (2.1462, 2.6968, -1.2093)
H (-0.0616, -3.1302, 1.3757)
H (1.6122, 2.6088, -2.5694)
H (-1.8573, 1.2177, 0.6030)
H (-1.8476, -0.0788, 4.7350)
H (-0.7478, 3.8168, -1.5302)
H (1.6665, -1.1473, -5.2093)
H (2.6890, -4.1104, 1.2604)
H (-1.9473, 1.9534, -3.9022)
H (1.7651, -2.2825, -4.2617)
H (0.8433, -1.3183, 0.3765)
H (1.2247, 1.4050, 2.1557)
H (-0.7267, -2.5534, -3.8627)
H (5.1977, 1.4326, 0.6500)
H (-2.0708, -0.7624, 3.2310)
H (0.8927, -0.8395, -3.5134)
H (-0.8162, 2.5509, -3.2382)
H (1.5259, 0.8733, 4.2120)
H (3.7339, -3.4025, 0.8324)
H (4.1546, 0.7827, 1.1848)
H (-4.1196, 2.6684, 2.0500)
H (1.6564, -1.3606, 5.0320)
H (-1.1862, -0.9465, -0.5610)
H (0.6235, -3.7988, -1.1308)
H (0.0561, -0.0607, 0.2906)
H (-1.0165, -4.2586, -1.0799)
H (-0.4212, -4.6390, 1.1638)
H (-3.2384, 3.7738, 2.2249)
H (-4.6482, -1.4049, 2.6135)
H (0.3115, 4.5377, -0.9073)
H (0.1327, -1.1950, 4.3075)
H (-2.3855, -1.2884, -1.4878)
H (-3.1267, 2.7163, -1.9636)
H (3.0103, 0.4287, 4.4776)
H (1.9065, 2.6934, 2.4864)
H (1.1878, -0.3119, -2.1187)
H (-1.0567, 2.5582, 0.3751)
H (-2.7423, 2.9217, -0.4193)
H (0.9013, 2.5746, -4.2217)
H (-3.6462, -1.6921, 1.5114)
H (0.9161, 1.0885, -4.5921)

As for the charge: +1. As for the HOMO-LUMO gap: 10.0 eV.

## x
H43O21 | ωB97M-V/def2-TZVPD

Positions of all 64 atoms, in Å:
O (-1.5792, -3.3213, 2.7150)
O (3.6495, 0.3460, 2.3166)
O (-1.3119, -1.9841, -3.0566)
O (-0.2587, -2.2043, 5.1896)
O (-1.4040, 0.8460, -3.8843)
O (2.8289, 2.5575, -3.0659)
O (-3.7336, -0.8860, -2.6376)
O (-4.2934, 0.9331, -0.9610)
O (0.5403, -1.0121, -4.9193)
O (2.2313, 0.6446, -0.8890)
O (-1.7207, 1.2127, -0.5265)
O (0.8189, 1.2643, 1.3841)
O (2.5707, 4.2346, 1.0322)
O (1.7001, -0.9739, 1.4431)
O (-1.0654, -1.3587, 0.2472)
O (0.4754, 3.5752, 2.7196)
O (1.5660, -1.4365, -2.4241)
O (-1.4390, 4.2046, 0.2269)
O (1.4768, -3.9788, 1.9015)
O (-4.0174, -1.8627, -0.0628)
O (2.2810, -2.1933, 3.6894)
H (-1.1198, 1.6015, 0.0896)
H (1.2519, -2.1260, -1.8371)
H (1.4131, -1.4393, -4.9016)
H (-1.3245, -2.9062, 3.6114)
H (-3.7593, 0.0676, -2.1199)
H (2.8711, 1.0080, -0.2939)
H (1.0385, -3.4756, 1.3223)
H (3.7567, 2.7908, -2.7475)
H (2.1145, -1.0487, -1.8378)
H (-3.1989, -2.1718, 0.5339)
H (2.6103, 3.3181, -3.6222)
H (-1.3343, 1.0145, -1.3252)
H (3.1284, -0.3784, 2.5985)
H (1.4084, -0.1010, 1.5918)
H (-1.3598, -4.2577, 2.7255)
H (-3.4396, 1.4779, -0.7523)
H (-0.7101, 1.2676, -3.3015)
H (1.6696, 1.7625, 1.1951)
H (0.5927, -2.3240, 4.8115)
H (-1.2135, 1.2292, -4.7653)
H (2.1603, -3.0273, 3.4968)
H (-1.1795, 4.2809, -0.5638)
H (-0.0096, 4.2858, 2.6902)
H (-4.3536, -2.8191, -0.1248)
H (-2.3553, 4.3502, 0.1855)
H (2.3977, -4.3115, 1.4685)
H (1.5248, -1.2303, 0.3955)
H (-2.9333, -0.7167, -3.1164)
H (-1.3260, -2.7683, -3.7140)
H (2.3309, 3.9154, 1.8915)
H (-0.6363, -1.4901, 4.7399)
H (-1.1635, -1.9211, 1.0369)
H (-3.1671, -1.4410, -1.8748)
H (1.9038, -1.4866, 3.0961)
H (-4.4866, 0.4719, -0.1704)
H (4.3026, 0.6314, 2.9166)
H (0.8231, -0.2383, -5.4683)
H (2.1465, 1.5749, -1.2333)
H (1.7268, 4.6681, 0.9305)
H (-0.6668, -1.2223, -3.3699)
H (-0.9573, -0.4061, 0.5444)
H (0.1751, 3.0278, 3.5200)
H (0.0324, 1.9564, 1.3101)

As for the charge: +1. As for the HOMO-LUMO gap: 9.9 eV.

Which structure loses on stability? w does.

## w
C18H19N3O2 | ωB97M-V/def2-TZVPD

Positions of all 42 atoms, in Å:
O (0.1655, -2.9302, -0.6861)
O (-1.0497, 2.2808, -1.7783)
N (-3.1109, 1.3189, -1.9381)
N (0.4396, -0.8593, 0.2856)
N (-5.8385, 2.6165, -3.9547)
C (3.3354, -0.2613, 2.4882)
C (4.7963, -1.7101, 3.8944)
C (-5.1068, 1.8782, -3.1478)
C (-1.4670, 0.2422, -0.5643)
C (-0.1245, -1.7647, -0.5564)
C (5.0845, -3.1416, 4.3271)
C (-3.7837, 2.1770, -2.8117)
C (3.6428, -1.5411, 2.9397)
C (-3.9911, 4.0926, -4.2175)
C (-3.2162, 3.3206, -3.3687)
C (2.2922, -0.0329, 1.6141)
C (-5.2952, 3.7023, -4.4802)
C (-0.1332, 0.4671, 0.1528)
C (-1.2079, -1.0428, -1.3553)
C (1.5128, -1.0958, 1.1605)
C (-1.8302, 1.4066, -1.4817)
C (1.8116, -2.3791, 1.6059)
C (2.8632, -2.5921, 2.4790)
H (5.6919, -1.2936, 3.4228)
H (-0.7990, -0.8231, -2.3449)
H (-0.2625, 0.9267, 1.1351)
H (-3.6605, 0.5293, -1.6266)
H (-2.1989, 3.5905, -3.1387)
H (3.9294, 0.5760, 2.8275)
H (4.2310, -3.5691, 4.8481)
H (-2.2689, 0.0828, 0.1630)
H (1.2267, -3.2144, 1.2602)
H (0.5007, 1.1170, -0.4640)
H (2.0988, 0.9742, 1.2801)
H (5.9365, -3.1558, 5.0036)
H (-5.9367, 4.2752, -5.1353)
H (5.3224, -3.7652, 3.4686)
H (-2.0810, -1.6811, -1.4798)
H (-5.5945, 0.9988, -2.7427)
H (-3.5830, 4.9847, -4.6661)
H (4.5954, -1.1027, 4.7828)
H (3.0630, -3.6018, 2.7996)

As for the SMILES: CCc1ccc(N2C[C@@H](C(=O)Nc3cccnc3)CC2=O)cc1. As for the HOMO-LUMO gap: 8.8 eV.

## x
C18H19N3O2 | ωB97M-V/def2-TZVPD

Positions of all 42 atoms, in Å:
O (1.0447, 0.6564, -3.8606)
O (0.3984, 3.4815, -3.7807)
N (-0.2896, -1.5892, 2.0894)
N (-1.4971, -1.0291, 2.3368)
N (1.6460, -1.1838, 0.7168)
C (-0.3051, 0.9400, -0.5138)
C (0.2604, -3.7165, 5.0261)
C (0.9464, -4.7859, 4.4729)
C (1.1220, 1.2681, -5.1274)
C (-0.1414, -2.6604, 4.2319)
C (-2.8997, 0.7453, 1.4189)
C (0.1431, 2.6639, -2.7014)
C (-1.6524, -0.0634, 1.4591)
C (0.7964, -3.7593, 2.3068)
C (0.0213, 4.8315, -3.7050)
C (-0.6455, 2.2849, -0.4416)
C (-0.4249, 3.1221, -1.5190)
C (0.2441, 0.4748, -1.7043)
C (1.2042, -4.8068, 3.1129)
C (0.4780, 1.3014, -2.7958)
C (0.1406, -2.6676, 2.8689)
C (-0.5235, 0.0335, 0.6054)
C (0.3331, -0.9679, 1.0500)
H (-3.1436, 1.0111, 0.3926)
H (0.2947, 5.2628, -4.6674)
H (1.4919, 0.4901, -5.7959)
H (-1.0575, 4.9439, -3.5535)
H (1.8157, 2.1113, -5.1307)
H (0.1423, 1.6065, -5.4723)
H (1.7144, -5.6504, 2.6717)
H (0.5580, 5.3590, -2.9093)
H (-1.0671, 2.6886, 0.4647)
H (2.0566, -2.0654, 0.9717)
H (-3.7139, 0.1747, 1.8575)
H (-0.6847, -1.8236, 4.6405)
H (0.0401, -3.7053, 6.0831)
H (-0.6944, 4.1618, -1.4233)
H (0.9525, -3.8150, 1.2388)
H (1.2668, -5.6070, 5.0961)
H (-2.7782, 1.6625, 1.9950)
H (1.9263, -0.8075, -0.1733)
H (0.4810, -0.5711, -1.8322)

As for the SMILES: COc1ccc(-c2c(C)nn(-c3ccccc3)c2N)cc1OC. As for the HOMO-LUMO gap: 8.2 eV.

Which structure loses on stability? x does.